The following is a DFT calculation (the ωB97M-V functional and the def2-TZVPD basis) of C4H11OP as an isolated structure at a distorted geometry.

```
17
Properties=species:S:1:pos:R:3:mulliken_charge:R:1
C 1.30177 0.96257 1.35391 -1.090
C -0.28165 0.71077 -1.52484 -1.444
C -0.08401 0.30012 1.08297 -0.498
C -0.18743 -0.29928 -0.29593 0.176
O 0.70399 -1.31719 -0.69543 -0.538
P -2.15350 -1.59042 -0.55813 0.077
H 1.25236 2.04352 1.25548 0.271
H 2.04688 0.47458 0.60906 0.283
H 1.69512 0.73088 2.32853 0.381
H -0.21778 0.11525 -2.34967 0.448
H 0.65977 1.27064 -1.33523 0.342
H -1.12892 1.34779 -1.53726 0.373
H -0.89456 1.02344 1.19150 0.372
H -0.34377 -0.43132 1.74342 0.430
H 0.61352 -2.07472 -0.04696 0.398
H -1.95480 -1.98594 0.84449 0.011
H -1.33757 -2.50606 -1.04753 0.010
```

Computed properties:
- Kohn-Sham gap (eV) = 8.93
- ΔE to the lowest compared entry with this formula, charge and spin (kcal per mole) = 62.4
- HOMO level (eV) = -8.18


The following is a DFT calculation (the ωB97M-V functional and the def2-TZVPD basis) of C4H9NO2 as an isolated structure.

```
16
Properties=species:S:1:pos:R:3:mulliken_charge:R:1
C -0.42106 2.24376 -0.27354 -1.240
C -0.57767 0.36730 -0.55705 0.512
O 0.25995 0.07934 -1.55992 -0.812
C -0.25536 -0.19370 0.81771 -0.566
C -0.34520 -1.72832 0.82560 0.300
O -0.91860 -2.32327 1.72065 -0.626
N 0.30424 -2.32530 -0.20203 -0.334
H 0.44038 2.50514 0.34490 0.345
H -1.33794 2.29653 0.31201 0.429
H -0.53233 2.92915 -1.12393 0.385
H -1.65654 0.36040 -0.78812 0.336
H 0.11135 1.35235 -1.09476 0.177
H 0.77072 0.08919 1.07812 0.311
H -0.94019 0.16859 1.58693 0.316
H 0.21789 -3.32610 -0.28921 0.226
H 0.61187 -1.75821 -0.98787 0.243
```

Computed properties:
- Kohn-Sham gap (eV) = 10.32
- ΔE to the lowest compared entry with this formula, charge and spin (kcal per mole) = 95.2
- HOMO level (eV) = -9.64


The following is a DFT calculation (the ωB97M-V functional and the def2-TZVPD basis) of C45H57AsN2PdS2SbSi2 as an isolated structure.

```
111
Properties=species:S:1:pos:R:3:mulliken_charge:R:1
Pd -0.68476 -0.18298 -0.50515 -1.139
S 0.15918 -1.61226 1.08035 -0.476
C -1.20204 -2.63315 1.44537 0.561
N -1.02331 -3.66892 2.29638 0.240
C -2.11732 -4.59930 2.53293 -0.972
C -3.42374 -3.84747 2.57174 -0.555
N -3.56075 -3.07892 1.34373 0.156
C -4.92727 -2.79776 0.91769 -1.861
C -5.67688 -1.88759 1.86798 0.893
C -5.08874 -0.72475 2.36141 0.333
C -5.79752 0.10878 3.21203 -0.726
C -7.10006 -0.20709 3.57811 -0.468
C -7.68884 -1.36281 3.09220 -0.665
C -6.97606 -2.20070 2.24422 -0.433
C -2.48723 -2.39033 0.88653 -0.487
S -2.71706 -1.21072 -0.36832 0.078
C 0.16383 -3.84172 3.13422 -1.451
C -0.11774 -3.43734 4.56167 0.671
C -0.51701 -2.13088 4.84176 -0.025
C -0.80282 -1.75340 6.14271 -0.829
C -0.69056 -2.67493 7.17807 -0.399
C -0.29163 -3.97279 6.90590 -0.627
C -0.00899 -4.35246 5.59853 -0.292
H -1.94170 -5.09497 3.48656 0.461
H -2.13504 -5.35717 1.74351 0.319
H -3.45948 -3.18697 3.44486 0.329
H -4.26221 -4.54018 2.63386 0.527
H -5.44730 -3.75510 0.84404 0.480
H -4.89436 -2.37470 -0.08538 0.465
H -4.07800 -0.46428 2.07163 0.201
H -5.33202 1.01056 3.58908 0.421
H -7.65088 0.44486 4.24325 0.405
H -8.70053 -1.61952 3.37761 0.396
H -7.43679 -3.10891 1.87163 0.380
H 0.97516 -3.25477 2.71066 0.429
H 0.45978 -4.89175 3.08430 0.443
H -0.59655 -1.41002 4.03475 0.446
H -1.10973 -0.73706 6.35393 0.418
H -0.91283 -2.37843 8.19466 0.395
H -0.20248 -4.69323 7.70830 0.390
H 0.30354 -5.36914 5.38693 0.382
C 2.38739 1.64101 1.69214 -1.027
C 3.41811 0.64314 1.24455 0.143
C 4.53108 0.39211 2.04174 -0.924
C 5.49888 -0.52745 1.66273 -0.772
C 5.36520 -1.21988 0.47029 -0.947
C 4.26666 -0.97488 -0.34036 -0.766
C 3.30134 -0.04534 0.03246 1.493
Sb 1.67170 0.36741 -1.26290 2.402
C 2.26248 2.22483 -2.09054 0.448
C 1.40433 3.30514 -1.90154 0.132
C 1.70716 4.56592 -2.38929 -0.744
C 2.89605 4.75160 -3.07691 -0.785
C 3.75874 3.68346 -3.26422 -0.805
C 3.47061 2.41024 -2.77599 0.608
C 4.47711 1.31434 -2.98937 -1.268
C 1.79515 -1.15069 -2.71861 1.524
C 2.01311 -2.43711 -2.21497 -0.877
C 2.02256 -3.53781 -3.05241 -1.004
C 1.79433 -3.36074 -4.41000 -0.688
C 1.54050 -2.09625 -4.90581 -0.739
C 1.52143 -0.97220 -4.07763 0.964
C 1.20152 0.36031 -4.70097 -1.655
H 2.58249 1.97198 2.71108 0.520
H 1.38514 1.20232 1.67462 -0.173
H 2.38003 2.52902 1.05150 0.231
H 4.63519 0.92577 2.97868 0.428
H 6.35437 -0.70438 2.30151 0.412
H 6.11021 -1.94477 0.16966 0.481
H 4.16614 -1.51987 -1.27111 0.496
H 0.47163 3.15358 -1.37164 -0.500
H 1.02263 5.39068 -2.23777 0.500
H 3.15401 5.72693 -3.46855 0.409
H 4.68572 3.83807 -3.80352 0.453
H 5.09527 1.53278 -3.85941 0.529
H 4.01108 0.34074 -3.15269 0.097
H 5.13719 1.22118 -2.12493 0.324
H 2.17673 -2.58410 -1.15207 0.554
H 2.20248 -4.52486 -2.64714 0.468
H 1.79968 -4.21129 -5.07927 0.431
H 1.33581 -1.96766 -5.96271 0.459
H 2.07960 0.78334 -5.19603 0.387
H 0.85120 1.09742 -3.97915 0.098
H 0.42910 0.24616 -5.46177 0.556
C -3.48137 2.59414 -4.48819 -1.083
Si -3.51481 1.17295 -3.27264 0.503
C -5.15272 1.11976 -2.36356 -0.717
C -3.04246 -0.44551 -4.07497 -0.834
As -1.79301 1.63201 -1.68749 -0.118
Si -2.45832 3.28005 -0.08364 0.301
C -0.93913 3.75747 0.89096 -0.820
C -3.63715 2.35177 1.03273 -0.768
C -3.27857 4.69035 -0.99187 -1.095
H -4.21571 2.43348 -5.28174 0.383
H -2.50244 2.70211 -4.95847 0.321
H -3.72494 3.53812 -3.99692 0.277
H -5.94273 0.85576 -3.07254 0.418
H -5.40240 2.09631 -1.94304 0.254
H -5.15528 0.38707 -1.55574 0.060
H -3.79609 -0.72470 -4.81613 0.413
H -2.96316 -1.25217 -3.34536 0.235
H -2.08070 -0.36472 -4.58628 0.099
H -0.38813 2.84898 1.14500 -0.101
H -1.24558 4.22979 1.82815 0.500
H -0.26052 4.43653 0.37623 0.294
H -3.09671 1.55952 1.55476 -0.029
H -4.46340 1.88150 0.49604 0.270
H -4.05564 3.03784 1.77505 0.538
H -2.64889 5.08111 -1.79324 0.334
H -3.49044 5.51074 -0.30153 0.392
H -4.22537 4.37283 -1.43334 0.287
```

Computed properties:
- Kohn-Sham gap (alpha / beta) (eV) = 6.39 / 6.43
- ΔE to the lowest compared entry with this formula, charge and spin (kcal per mole) = 0.0
- HOMO level (alpha / beta) (eV) = -8.97 / -10.52
- multiplicity = 3
- ⟨S²⟩ = 2.01
- net charge = +1


- What is the formula in the first record?
  C4H11OP